w.
Here is a cluster of 2 separate species, C4H6N2O3 in total from the Open Molecules 2025 dataset. Energies are from ωB97M-V with the def2-TZVPD basis set.

XYZ file:
```
15
Properties=species:S:1:pos:R:3:nbo_charge:R:1
N -1.264 -1.773 0.842 -0.840
C -1.203 -0.921 -0.213 0.625
O -1.889 -0.930 -1.214 -0.634
C -0.921 0.694 0.371 0.701
O -0.501 0.983 1.460 -0.603
O -1.373 1.571 -0.525 -0.673
H -0.631 -1.585 1.605 0.416
H -2.088 -2.352 0.911 0.415
H -1.756 1.045 -1.262 0.519
C 2.181 0.965 -0.252 -0.738
C 1.376 -0.214 -0.453 0.351
N 0.926 -1.261 -0.687 -0.345
H 1.905 1.429 0.695 0.277
H 2.007 1.676 -1.059 0.264
H 3.233 0.676 -0.220 0.265
```

Calculated values
HOMO level (hartree): -0.3472
SMILES: NC(=O)C(=O)O.CC#N
HOMO-LUMO gap (eV): 10.10
Net charge: 0


x.
Here is a cluster of 5 separate species, C4H6N2O3 in total from the Open Molecules 2025 dataset. Energies are from ωB97M-V with the def2-TZVPD basis set.

XYZ file:
```
15
Properties=species:S:1:pos:R:3:nbo_charge:R:1
C 2.517 0.600 0.248 -0.490
C 0.331 -0.237 -0.359 0.466
C -0.630 -1.229 -0.060 -0.220
C -1.681 0.887 -0.165 0.788
H 1.300 1.385 0.560 0.248
H 3.503 1.459 -0.594 0.241
H 3.179 -0.202 1.392 0.219
H 1.776 -1.424 -0.166 0.383
H -0.641 -2.245 -0.104 0.228
H -3.563 -0.007 0.663 0.511
N 1.804 -0.392 -0.650 -0.633
N -1.887 -0.329 -0.097 -0.134
O -3.218 -1.021 -0.124 -0.491
O -2.479 1.901 -0.193 -0.655
O -0.309 0.856 -0.351 -0.460
```

Calculated values
HOMO level (hartree): -0.3278
HOMO-LUMO gap (eV): 8.87
Net charge: 0


Energies relative to the most stable structure are w 0.0; x 254.7, reported in kcal/mol.


w.
Here is a cluster of 2 separate species, CHFOS2 in total from the Open Molecules 2025 dataset. Energies are from ωB97M-V with the def2-TZVPD basis set.

XYZ file:
```
6
Properties=species:S:1:pos:R:3:nbo_charge:R:1
O -1.019 -2.623 2.386 -0.444
C -1.169 -1.518 2.297 0.441
S -1.393 -0.008 2.293 -0.009
F -0.470 -1.688 0.062 -0.489
S 0.830 -0.699 -0.170 0.408
H 0.117 0.023 -1.005 0.092
```

Calculated values
HOMO level (hartree): -0.3593
SMILES: O=C=S.FS
HOMO-LUMO gap (eV): 9.55
Net charge: 0


x.
Here is the molecule CHFOS2 from the Open Molecules 2025 dataset. Energies are from ωB97M-V with the def2-TZVPD basis set.

XYZ file:
```
6
Properties=species:S:1:pos:R:3:nbo_charge:R:1
F -2.098 -0.637 0.729 -0.366
C -2.363 -0.169 -0.604 0.528
S -3.774 0.549 -0.995 -0.003
O -1.323 -0.458 -1.378 -0.616
S 0.245 -0.659 -0.697 0.359
H -0.108 -1.672 -0.018 0.096
```

Calculated values
HOMO level (hartree): -0.3582
SMILES: FC(=S)OS
HOMO-LUMO gap (eV): 9.18
Net charge: 0


y.
Here is a cluster of 2 separate species, CHFOS2 in total from the Open Molecules 2025 dataset. Energies are from ωB97M-V with the def2-TZVPD basis set.

XYZ file:
```
6
Properties=species:S:1:pos:R:3:nbo_charge:R:1
O 0.869 0.189 1.761 -0.472
C 1.203 -0.165 0.673 0.431
S 1.748 -0.767 -0.668 0.037
F -1.197 -0.821 -0.102 -0.495
S -1.616 0.337 -1.285 0.382
H -1.007 1.226 -0.379 0.117
```

Calculated values
HOMO level (hartree): -0.3682
SMILES: O=C=S.FS
HOMO-LUMO gap (eV): 9.40
Net charge: 0


Energies relative to the most stable structure are w 0.0; x 17.2; y 1.6, reported in kcal/mol.


w.
Here is a cluster of 2 separate species, C2H10NO in total from the Open Molecules 2025 dataset. Energies are from ωB97M-V with the def2-TZVPD basis set.

XYZ file:
```
14
Properties=species:S:1:pos:R:3:lowdin_spin:R:1
C -0.441 0.934 1.598 0.218
C 0.163 0.162 0.392 0.179
N -0.972 -0.525 -0.363 0.007
H 0.358 1.430 2.136 0.004
H -0.829 0.022 2.267 0.107
H -1.237 1.591 1.542 0.013
H 0.930 -0.626 0.432 0.002
H 0.579 0.855 -0.312 0.075
H -0.621 -0.773 -1.333 0.001
H -1.452 -1.302 0.205 0.003
H -1.729 0.244 -0.484 0.000
H 1.958 -1.317 -1.607 0.006
H 1.889 -0.064 -2.567 0.001
O 1.405 -0.630 -1.906 0.384
```

Calculated values
HOMO level (spin up / spin down) (hartree): -0.8534 / -0.7831
2S+1: 2
HOMO-LUMO gap (spin up / spin down) (eV): 15.07 / 4.76
Net charge: +2


x.
Here is a cluster of 2 separate species, C2H10NO in total from the Open Molecules 2025 dataset. Energies are from ωB97M-V with the def2-TZVPD basis set.

XYZ file:
```
14
Properties=species:S:1:pos:R:3:lowdin_spin:R:1
O -2.345 -0.428 -1.292 0.982
H -3.300 -0.144 -1.087 0.009
H -0.361 -0.700 -0.298 0.000
H -2.426 -0.781 -2.238 0.010
C 1.577 0.300 -0.549 0.000
N 0.444 -0.353 0.230 -0.001
C 0.111 0.421 1.492 0.000
H 1.166 1.252 -0.875 0.000
H 2.472 0.277 0.059 0.000
H 1.694 -0.279 -1.465 0.000
H 0.785 -1.251 0.586 0.000
H 0.883 0.125 2.199 0.000
H -0.825 0.069 1.922 0.000
H 0.125 1.491 1.317 0.000
```

Calculated values
HOMO level (spin up / spin down) (hartree): -0.8070 / -0.8070
2S+1: 2
HOMO-LUMO gap (spin up / spin down) (eV): 12.33 / 4.74
Net charge: +2


y.
Here is a cluster of 2 separate species, C2H10NO in total from the Open Molecules 2025 dataset. Energies are from ωB97M-V with the def2-TZVPD basis set.

XYZ file:
```
14
Properties=species:S:1:pos:R:3:lowdin_spin:R:1
O 0.064 1.410 -2.109 0.011
H -0.778 1.304 -2.588 0.000
H 0.654 0.572 -0.855 0.004
H 0.334 2.340 -2.120 0.000
C -0.380 -1.283 1.822 0.408
C -0.525 -0.408 0.609 0.179
N 0.782 -0.032 0.044 0.039
H -1.421 -1.442 2.199 0.057
H 0.032 -0.915 2.832 0.120
H 0.274 -2.166 1.629 0.077
H -1.268 0.364 0.890 0.050
H -1.080 -0.926 -0.211 0.050
H 1.271 -0.872 -0.322 0.004
H 1.443 0.449 0.679 0.001
```

Calculated values
HOMO level (spin up / spin down) (hartree): -0.7619 / -0.7608
2S+1: 2
HOMO-LUMO gap (spin up / spin down) (eV): 12.76 / 4.22
Net charge: +2


Energies relative to the most stable structure are w 12.7; x 6.5; y 0.0, reported in kcal/mol.


w.
Here is a cluster of 2 separate species, C2H10NO in total from the Open Molecules 2025 dataset. Energies are from ωB97M-V with the def2-TZVPD basis set.

XYZ file:
```
14
Properties=species:S:1:pos:R:3:lowdin_spin:R:1
C 1.255 0.202 0.580 0.012
N 0.439 -0.308 -0.583 0.015
C 0.372 0.658 -1.706 0.009
H 1.322 -0.594 1.311 0.000
H 2.238 0.442 0.196 0.006
H 0.782 1.050 1.073 0.002
H -0.511 -0.452 -0.193 0.003
H 0.720 -1.245 -0.887 0.001
H -0.533 0.534 -2.288 0.002
H 1.123 0.391 -2.459 0.005
H 0.595 1.686 -1.427 0.000
H -2.248 -1.315 1.786 0.008
H -2.433 0.259 1.769 0.008
O -1.770 -0.462 1.520 0.929
```

Calculated values
HOMO level (spin up / spin down) (hartree): -0.8087 / -0.8048
2S+1: 2
HOMO-LUMO gap (spin up / spin down) (eV): 12.48 / 4.56
Net charge: +2


x.
Here is a cluster of 2 separate species, C2H10NO in total from the Open Molecules 2025 dataset. Energies are from ωB97M-V with the def2-TZVPD basis set.

XYZ file:
```
14
Properties=species:S:1:pos:R:3:lowdin_spin:R:1
C -0.876 -0.744 -0.250 0.071
C -0.480 0.534 -0.915 0.034
N -0.400 1.706 0.092 0.004
H -0.437 -0.974 0.694 0.001
H -1.865 -1.082 -0.394 0.020
H -0.305 -1.472 -1.000 0.030
H 0.529 0.356 -1.427 0.015
H -1.076 1.065 -1.702 0.010
H -0.716 2.561 -0.513 0.001
H 0.536 1.870 0.601 0.000
H -1.118 1.519 0.797 0.000
H 1.993 -2.319 0.678 0.001
H 2.337 -1.567 2.077 0.014
O 1.876 -1.453 1.261 0.799
```

Calculated values
HOMO level (spin up / spin down) (hartree): -0.7786 / -0.7558
2S+1: 2
HOMO-LUMO gap (spin up / spin down) (eV): 12.76 / 4.30
Net charge: +2


Energies relative to the most stable structure are w 0.0; x 2.7, reported in kcal/mol.


w.
Here is the molecule C6H5Cl3N2 from the Open Molecules 2025 dataset. Energies are from ωB97M-V with the def2-TZVPD basis set.

XYZ file:
```
16
Properties=species:S:1:pos:R:3:nbo_charge:R:1
C -2.116 -0.172 0.848 -0.586
C -1.334 -0.054 -0.434 -0.460
C 0.050 0.000 -0.408 -0.146
C 0.800 1.245 -0.391 0.257
Cl 0.208 2.923 -0.385 0.021
N 2.122 1.288 -0.252 -0.460
C 2.781 0.036 0.100 0.358
Cl 4.458 -0.023 -0.036 0.091
N 2.170 -1.086 0.192 -0.463
C 0.873 -1.108 -0.087 0.211
Cl 0.221 -2.575 -0.587 0.070
H -3.155 -0.493 0.679 0.224
H -1.586 -0.990 1.553 0.203
H -2.072 0.795 1.294 0.214
H -1.552 0.971 -0.899 0.228
H -1.868 -0.755 -1.186 0.239
```

Calculated values
HOMO level (hartree): -0.3528
SMILES: CCc1c(Cl)nc(Cl)nc1Cl
HOMO-LUMO gap (eV): 9.28
Net charge: 0


x.
Here is the molecule C6H5Cl3N2 from the Open Molecules 2025 dataset. Energies are from ωB97M-V with the def2-TZVPD basis set.

XYZ file:
```
16
Properties=species:S:1:pos:R:3:nbo_charge:R:1
C 2.099 -0.097 0.856 -0.603
C 1.399 -0.013 -0.513 -0.425
C -0.128 0.058 -0.407 -0.133
C -0.910 -1.111 -0.250 0.278
Cl -0.048 -2.675 -0.320 -0.001
N -2.199 -1.105 -0.176 -0.470
C -2.784 0.048 -0.068 0.392
Cl -4.508 -0.036 0.071 0.044
N -2.195 1.239 -0.077 -0.455
C -0.889 1.224 -0.239 0.251
Cl -0.045 2.775 -0.310 0.016
H 3.169 -0.116 0.782 0.219
H 1.890 0.847 1.419 0.211
H 1.800 -0.958 1.413 0.215
H 1.584 -0.916 -1.079 0.229
H 1.764 0.837 -1.104 0.231
```

Calculated values
HOMO level (hartree): -0.3699
SMILES: CCc1c(Cl)nc(Cl)nc1Cl
HOMO-LUMO gap (eV): 10.14
Net charge: 0


Energies relative to the most stable structure are w 40.5; x 0.0, reported in kcal/mol.


w.
Here is a structure of composition C15H21IrN6O3SSe from the Open Molecules 2025 dataset. Energies are from ωB97M-V with the def2-TZVPD basis set.

XYZ file:
```
48
Properties=species:S:1:pos:R:3:nbo_charge:R:1
Ir -0.362 -0.382 -0.141 1.211
N -0.074 0.890 -1.743 -0.701
C -0.721 2.229 -1.551 -0.223
C -0.140 2.937 -0.347 -0.560
C -0.307 2.194 0.973 0.793
O 0.295 2.524 1.961 -0.573
O -1.121 1.130 0.942 -0.754
H 0.920 1.035 -1.910 0.401
H -0.434 0.465 -2.596 0.408
H -1.787 2.055 -1.428 0.224
H -0.570 2.821 -2.454 0.228
H -0.639 3.902 -0.231 0.283
H 0.919 3.173 -0.482 0.237
Se -1.020 -2.194 3.217 1.140
N 0.333 -1.645 4.195 -0.514
C 1.171 -0.966 3.431 0.064
C 2.370 -0.263 3.775 -0.074
C 2.975 0.446 2.785 -0.249
C 2.439 0.512 1.460 0.200
N 1.371 -0.154 1.099 -0.481
C 0.771 -0.885 2.080 0.303
N -0.351 -1.470 1.714 -0.692
H 2.750 -0.280 4.788 0.269
H 3.868 1.019 2.988 0.265
H 2.914 1.145 0.721 0.228
O 0.317 -1.986 -1.343 -0.982
S 1.448 -2.928 -0.819 1.208
C 2.265 -3.471 -2.328 -0.576
C 1.394 -4.581 -2.902 -0.414
C 1.038 -5.463 -1.709 -0.418
C 0.622 -4.531 -0.565 -0.582
H 3.243 -3.845 -2.011 0.258
H 2.410 -2.593 -2.956 0.266
H 1.931 -5.131 -3.673 0.262
H 0.499 -4.158 -3.362 0.215
H 1.907 -6.049 -1.408 0.232
H 0.237 -6.164 -1.936 0.256
H 0.883 -4.899 0.426 0.261
H -0.440 -4.279 -0.580 0.249
N -2.459 -1.601 -1.874 -0.328
C -3.774 -1.640 -2.152 0.013
C -4.399 -0.743 -1.317 -0.308
C -3.381 -0.192 -0.536 0.009
N -2.212 -0.728 -0.879 -0.287
H -1.703 -2.172 -2.219 0.442
H -4.163 -2.291 -2.918 0.256
H -5.450 -0.515 -1.276 0.271
H -3.417 0.548 0.247 0.265
```

Calculated values
HOMO level (hartree): -0.5557
HOMO-LUMO gap (eV): 7.58
Net charge: +2


x.
Here is a structure of composition C15H21IrN6O3SSe from the Open Molecules 2025 dataset. Energies are from ωB97M-V with the def2-TZVPD basis set.

XYZ file:
```
48
Properties=species:S:1:pos:R:3:nbo_charge:R:1
Ir -0.113 -0.091 -0.115 1.288
N 0.823 -0.109 1.668 -0.631
C 0.805 -1.335 2.522 -0.218
C 1.344 -2.525 1.741 -0.539
C 0.386 -2.846 0.616 0.790
O -0.391 -3.765 0.679 -0.570
O 0.426 -1.999 -0.412 -0.763
H 1.792 0.120 1.437 0.425
H 0.448 0.676 2.204 0.428
H -0.219 -1.500 2.860 0.220
H 1.425 -1.122 3.393 0.242
H 1.436 -3.391 2.392 0.275
H 2.328 -2.274 1.338 0.229
Se -2.810 -2.299 0.350 1.235
N -4.036 -1.852 1.472 -0.552
C -3.805 -0.623 1.926 0.043
C -4.587 0.034 2.912 -0.105
C -4.166 1.259 3.313 -0.252
C -2.972 1.803 2.763 0.135
N -2.218 1.236 1.851 -0.493
C -2.657 0.038 1.391 0.301
N -2.005 -0.681 0.440 -0.772
H -5.467 -0.449 3.316 0.264
H -4.705 1.824 4.060 0.259
H -2.627 2.765 3.128 0.219
O 1.790 0.422 -0.660 -0.966
S 2.240 0.624 -2.157 1.198
C 3.967 0.065 -2.102 -0.557
C 4.103 -1.006 -3.180 -0.418
C 2.823 -1.832 -3.111 -0.415
C 1.682 -0.821 -3.112 -0.579
H 4.074 -0.343 -1.096 0.254
H 4.617 0.929 -2.222 0.267
H 4.999 -1.598 -3.003 0.262
H 4.208 -0.542 -4.162 0.228
H 2.787 -2.420 -2.192 0.226
H 2.728 -2.516 -3.953 0.258
H 0.761 -1.190 -2.661 0.260
H 1.462 -0.429 -4.107 0.257
N -1.917 2.129 -1.194 -0.311
C -2.026 3.441 -1.438 0.029
C -0.835 4.031 -1.067 -0.308
C -0.042 2.985 -0.606 0.019
N -0.702 1.827 -0.692 -0.368
H -2.614 1.414 -1.321 0.433
H -2.927 3.857 -1.858 0.260
H -0.581 5.074 -1.124 0.272
H 0.966 3.004 -0.226 0.240
```

Calculated values
HOMO level (hartree): -0.5571
HOMO-LUMO gap (eV): 7.59
Net charge: +2


Energies relative to the most stable structure are w 0.0; x 31.1, reported in kcal/mol.